[1]
C2H7Br2N2 as an isolated structure, computed with the ωB97M-V functional and the def2-TZVPD basis.

Calculated values
Energy above the lowest of the compared OMol25 structures with the same formula, charge and spin ... 56.1 kcal/mol
Kohn-Sham gap (spin up / spin down) ... 7.818 / 5.684 eV
HOMO (spin up / spin down) ... -11.90 / -10.50 eV
Lowest unoccupied orbital energy (spin up / spin down) ... -0.1500 / -0.1770 hartree

Structure (ORCA input):
```
! wB97M-V def2-TZVPD RIJCOSX def2/J DEFGRID3
* xyz 1 1
C -1.31476 0.16269 0.29700
C 1.38081 -0.36932 -1.05137
N -1.03860 1.17879 1.32881
N 1.44775 -1.70448 -1.10692
Br 2.22013 0.51368 0.36360
Br 0.97846 0.60530 -2.59798
H -1.63713 -0.77710 0.71426
H -1.91099 0.54049 -0.51788
H -0.67776 2.03127 0.88343
H -0.31482 0.82529 1.96970
H 1.00418 -2.20079 -1.86603
H -1.87048 1.43506 1.88387
H 1.73322 -2.24087 -0.30049
*
```

[2]
A 2-piece molecular cluster, C3H6FN overall, computed with the ωB97M-V functional and the def2-TZVPD basis.

Calculated values
Energy above the lowest of the compared OMol25 structures with the same formula, charge and spin ... 28.8 kcal/mol
Kohn-Sham gap ... 10.904 eV
HOMO ... -9.75 eV
Lowest unoccupied orbital energy ... 0.0424 hartree
SMILES string ... [H]/N=C\F.C=C

Structure (ORCA input):
```
! wB97M-V def2-TZVPD RIJCOSX def2/J DEFGRID3
* xyz 0 1
H 2.42894 1.48225 -0.94158
N 2.12284 1.23784 0.02218
C 1.61477 0.16423 0.38806
F 1.13058 -0.84407 -0.38152
H 1.50678 -0.10479 1.43491
C -1.16868 0.19770 0.26810
C -1.66774 -0.84506 -0.45300
H -0.76194 1.00149 -0.20841
H -1.39866 0.36055 1.37563
H -2.11589 -1.80114 0.05707
H -1.69100 -0.84898 -1.56145
*
```

[3]
C24H45IMoP2 as an isolated structure, computed with the ωB97M-V functional and the def2-TZVPD basis.

Calculated values
Energy above the lowest of the compared OMol25 structures with the same formula, charge and spin ... 0.0 kcal/mol
Kohn-Sham gap (spin up / spin down) ... 6.513 / 7.158 eV
HOMO (spin up / spin down) ... -14.70 / -14.69 eV
Lowest unoccupied orbital energy (spin up / spin down) ... -0.3010 / -0.2769 hartree

Structure (ORCA input):
```
! wB97M-V def2-TZVPD RIJCOSX def2/J DEFGRID3
* xyz 2 3
Mo 0.93408 -0.16525 -0.09192
C 1.22585 -1.37265 -1.97939
C 0.51873 -0.15678 -2.28645
C 2.60993 0.40932 -1.44217
C 2.52827 -1.01267 -1.50317
C 1.37766 0.95307 -1.95030
C 0.78262 -2.75183 -2.33463
H -0.30300 -2.86026 -2.23818
H 1.26151 -3.50644 -1.70457
H 1.04227 -2.98855 -3.37704
C 3.68594 -1.93566 -1.33543
H 3.35637 -2.97654 -1.25385
H 4.27198 -1.66559 -0.44620
H 4.34456 -1.85970 -2.21423
C 3.84702 1.18573 -1.12920
H 4.39664 1.40913 -2.05589
H 4.51465 0.61144 -0.47781
H 3.60587 2.13835 -0.64004
C 1.12461 2.39035 -2.24493
H 1.21894 2.58763 -3.32083
H 1.84252 3.03771 -1.73175
H 0.11702 2.68631 -1.93692
C -0.70917 -0.08379 -3.11453
H -0.47912 -0.16257 -4.18749
H -1.22018 0.86699 -2.94920
H -1.42275 -0.87594 -2.86403
C -2.28358 -0.25936 0.93775
C -2.38869 -0.73565 -0.31010
C -3.56013 -0.38855 -1.18768
C -3.56218 1.02234 -1.82363
C -2.51529 1.98345 -1.32440
C -2.51839 2.43264 -0.06467
C -3.54666 2.00820 0.93840
C -3.36319 0.59863 1.54496
H -4.49299 -0.49875 -0.61169
H -4.56225 1.46195 -1.65685
H -3.61854 -1.13002 -1.99802
H -4.32697 0.07624 1.44515
H -1.49230 -0.58125 1.61909
H -1.73321 -1.52441 -0.69129
H -3.19329 0.70367 2.62460
H -3.55812 2.74989 1.75254
H -1.91497 3.28361 0.24662
H -4.54450 2.05458 0.47152
H -3.46591 0.91161 -2.91320
H -1.90859 2.47105 -2.09175
P 0.43109 -2.61492 1.34482
C 1.72826 -3.89600 1.20292
H 1.43409 -4.75696 1.81715
H 2.69123 -3.51009 1.55789
H 1.83204 -4.22948 0.16400
C 0.26611 -2.46332 3.15719
H 0.22878 -3.46696 3.59750
H -0.65707 -1.92995 3.41129
H 1.12578 -1.92003 3.56880
C -1.03609 -3.61287 0.90771
H -1.94541 -3.01570 1.04435
H -1.07033 -4.50022 1.55446
H -0.96359 -3.93294 -0.14191
P 0.92011 1.97658 1.65063
C 0.61435 3.62907 0.93679
H 0.36472 4.33573 1.74146
H -0.19713 3.59702 0.20336
H 1.52492 3.96973 0.42332
C -0.39306 1.67941 2.88010
H -1.38129 1.72133 2.40675
H -0.33306 2.43191 3.67328
H -0.26020 0.68449 3.32247
C 2.31955 2.42542 2.74496
H 2.07451 3.33314 3.31163
H 3.20506 2.61438 2.12888
H 2.53565 1.60465 3.43699
I 3.01790 -0.69513 1.85601
*
```

[4]
C34H20BrCl2EuN6O7 as an isolated structure, computed with the ωB97M-V functional and the def2-TZVPD basis.

Calculated values
Energy above the lowest of the compared OMol25 structures with the same formula, charge and spin ... 25.7 kcal/mol
Kohn-Sham gap (spin up / spin down) ... 4.125 / 6.482 eV
HOMO (spin up / spin down) ... -2.64 / -5.00 eV
Lowest unoccupied orbital energy (spin up / spin down) ... 0.0544 / 0.0545 hartree

Structure (ORCA input):
```
! wB97M-V def2-TZVPD RIJCOSX def2/J DEFGRID3
* xyz -1 8
Eu -1.01146 -0.03795 -1.55742
C -3.91821 3.08583 1.02157
C -3.36879 2.24703 0.04321
N -2.08132 1.98781 -0.06588
C -1.23137 2.62677 0.79305
C -1.69758 3.50420 1.81175
C -3.07824 3.70312 1.91942
C -0.76280 4.16682 2.64983
C 0.57167 4.01950 2.44927
C 1.07643 3.17109 1.41432
C 2.45050 3.04339 1.13681
C 2.86182 2.19309 0.09924
C 1.91018 1.47493 -0.59574
N 0.58594 1.56938 -0.35670
C 0.16824 2.43446 0.61682
H -4.98894 3.23408 1.05845
H -4.02595 1.78276 -0.68012
H -3.46700 4.35805 2.69086
H -1.13981 4.80924 3.43790
H 1.28234 4.55479 3.06862
H 3.16256 3.62361 1.71264
H 3.90696 2.08898 -0.16258
H 2.20523 0.79683 -1.38762
Br -2.19832 -1.17715 1.88963
C -3.48431 -1.41284 0.50474
C -4.57224 -2.24359 0.66437
C -5.49241 -2.26809 -0.37701
C -5.30198 -1.45537 -1.48089
C -4.15370 -0.68600 -1.54804
N -3.24795 -0.67492 -0.56032
C -3.87880 0.27918 -2.71999
O -4.85349 0.72650 -3.29821
O -2.64321 0.54955 -2.89916
H -4.69946 -2.83757 1.55620
H -6.35211 -2.92219 -0.31065
H -6.01760 -1.40127 -2.28791
O 0.09361 -3.84617 -6.16756
C -0.07372 -3.16724 -5.18829
C 0.88555 -2.09035 -4.66810
O 1.99308 -1.79759 -5.14469
C 0.24101 -1.55211 -3.50329
C -0.98139 -2.30115 -3.18849
O -1.61739 -2.11718 -2.08821
C -1.26893 -3.25111 -4.23141
O -2.25514 -3.99384 -4.35665
O 0.65902 -0.59338 -2.75301
N 6.27895 -1.44575 6.73373
C 5.59699 -1.52478 5.81116
C 4.75162 -1.62763 4.66100
C 4.43211 -2.88225 4.14256
C 3.60417 -2.98438 3.04161
C 3.09438 -1.83523 2.44673
C 3.42239 -0.58075 2.95285
C 4.24165 -0.47727 4.05980
N 2.22476 -1.93251 1.34498
C 2.21519 -2.89633 0.35451
C 1.18256 -2.57472 -0.46830
N 0.54548 -1.44721 0.00393
C 1.19112 -1.09707 1.08352
H 4.82414 -3.77183 4.61565
H 3.33699 -3.95930 2.65734
H 3.04485 0.31330 2.46974
H 4.49104 0.49485 4.46187
H 2.95784 -3.67093 0.28649
H 0.85946 -3.08335 -1.35939
H 0.91929 -0.27494 1.72696
Cl 2.49966 1.44767 -4.37939
C 1.36212 2.74008 -4.01552
Cl -0.21931 2.21143 -3.34274
H 1.14164 3.23728 -4.95151
H 1.81040 3.41770 -3.29831
*
```

[5]
One molecule with the formula C19H25N3O2, computed with the ωB97M-V functional and the def2-TZVPD basis.

Calculated values
Energy above the lowest of the compared OMol25 structures with the same formula, charge and spin ... 428.1 kcal/mol
Kohn-Sham gap ... 8.502 eV
HOMO ... -8.25 eV
Lowest unoccupied orbital energy ... 0.0093 hartree
SMILES string ... Cc1cccc(-c2noc(CCCC(=O)NC3CCCCC3)n2)c1

Structure (ORCA input):
```
! wB97M-V def2-TZVPD RIJCOSX def2/J DEFGRID3
* xyz 0 1
C 3.92536 1.24341 -2.98565
C 2.68153 0.39572 -2.96505
C 3.07577 -0.97430 -3.69344
C 1.92809 -1.74596 -3.76585
C 0.69130 -1.17973 -3.11693
C 0.45140 -0.10086 -2.53870
C -0.91687 0.15949 -2.15372
N -1.03056 1.37539 -1.41956
O -2.18892 1.37068 -0.74806
C -2.86412 0.02637 -1.40637
C -4.08199 -0.42525 -1.06305
C -4.32424 -1.28539 0.13669
C -3.33090 -0.97564 1.18426
C -1.94531 -1.18516 1.05956
O -1.44557 -2.32222 0.57526
N -1.22063 0.05130 1.43577
C 0.54283 -0.23026 1.61027
C 0.90503 1.07610 1.19617
C 1.06375 1.88855 2.46460
C 1.57288 1.23176 3.78075
C 0.72670 -0.00790 3.91443
C 0.96944 -0.81365 2.73494
N -1.93123 -0.42362 -2.10639
C 1.37619 0.74291 -2.46571
H 4.83416 0.82187 -2.42910
H 3.73701 2.21891 -2.27916
H 4.12898 1.69557 -4.08663
H 3.80788 -1.01150 -4.19544
H 1.92411 -2.58960 -4.33098
H -0.23476 -2.01828 -3.19315
H -4.52004 -0.78275 -1.78585
H -4.65062 0.51791 -0.74560
H -5.19197 -1.64208 0.37743
H -3.69563 -2.16096 -0.25881
H -3.52412 -1.33045 2.26331
H -3.52868 0.31983 1.34427
H -1.47422 0.70986 2.01226
H 0.70067 -0.94934 0.58831
H 2.15654 0.77899 1.14935
H 0.66199 1.32088 0.28078
H 1.48276 2.88989 2.26298
H -0.08850 2.13103 2.53411
H 1.39896 2.10656 4.59261
H 2.65148 0.83622 3.57710
H -0.15354 0.17288 4.19740
H 1.08230 -0.60961 4.77199
H 1.96445 -1.21242 2.59776
H 0.52984 -1.82622 2.98176
H 1.37101 1.72106 -1.89090
*
```

[6]
C16H44BrO6 as an isolated structure, computed with the ωB97M-V functional and the def2-TZVPD basis.

Calculated values
Energy above the lowest of the compared OMol25 structures with the same formula, charge and spin ... 748.6 kcal/mol
Kohn-Sham gap ... 6.674 eV
HOMO ... -3.53 eV
Lowest unoccupied orbital energy ... 0.1154 hartree

Structure (ORCA input):
```
! wB97M-V def2-TZVPD RIJCOSX def2/J DEFGRID3
* xyz -1 1
Br -0.28760 -0.54378 0.10473
C -0.78880 -0.28735 4.35853
C -1.03931 -0.85235 2.96636
C -2.21846 -0.19744 2.28554
O 0.16946 -0.57424 2.34235
H -0.02254 -0.82207 4.91979
H -1.73058 -0.32380 4.90608
H -0.51487 0.76767 4.35769
H -1.13492 -1.93810 2.95687
H -2.32938 -0.54158 1.25726
H -2.17246 0.88634 2.17873
H -3.18860 -0.40121 2.73876
H -0.00411 -0.59368 1.39837
C 2.94422 -1.40859 -0.69457
C 2.18542 -1.53057 -2.02470
C 1.27520 -2.72074 -2.02803
O 1.53038 -0.24016 -2.12489
H 3.45949 -0.47429 -0.47170
H 3.67305 -2.21909 -0.69245
H 2.24349 -1.48920 0.13644
H 2.93954 -1.59102 -2.80939
H 1.86663 -3.63130 -1.93224
H 0.65498 -2.81803 -2.91908
H 0.55308 -2.73835 -1.21174
H 0.69835 -0.31287 -1.65156
C -0.69677 2.02153 1.76118
C -1.61977 2.02697 0.57341
C -2.20419 3.41635 0.24014
O -0.85241 1.70033 -0.58098
H -0.34650 1.01193 1.97591
H -1.13145 2.46644 2.65629
H 0.16143 2.68717 1.66904
H -2.46976 1.39531 0.83151
H -2.79639 3.35088 -0.67261
H -1.38041 4.12863 0.19394
H -2.94718 3.69502 0.98741
H -0.67275 0.76064 -0.50169
C -0.75917 -1.22818 -2.86167
C -0.52481 0.24589 -3.11442
C -1.87220 1.01119 -3.28008
O 0.20613 0.82384 -2.04910
H -1.42450 -1.34618 -2.00638
H 0.12888 -1.84717 -2.73388
H -1.38780 -1.73066 -3.59681
H 0.08458 0.42982 -3.99924
H -1.69704 1.92341 -3.85042
H -2.48713 1.18272 -2.39660
H -2.48269 0.41486 -3.95816
H -0.26368 0.69776 -1.22146
C 3.62798 1.75280 0.27872
C 2.36595 0.94892 0.54364
C 1.61662 1.41417 1.77162
O 1.58222 0.85889 -0.63408
H 3.58194 2.76209 -0.13033
H 4.14191 1.12666 -0.45061
H 4.16743 1.76569 1.22578
H 2.68871 -0.04422 0.85606
H 0.69457 0.87350 1.98521
H 1.21734 2.41582 1.61229
H 2.24783 1.37539 2.65940
H 0.72798 0.49434 -0.39123
C -1.38580 -3.37509 -0.50303
O -1.32115 -2.64070 0.68646
H -2.09786 -4.18217 -0.33067
H -1.79388 -2.66490 -1.22219
H -0.44907 -3.75191 -0.91370
H -0.93889 -1.77169 0.54400
*
```

[7]
C13H25BFIInNO2 as an isolated structure, computed with the ωB97M-V functional and the def2-TZVPD basis.

Calculated values
Kohn-Sham gap ... 4.405 eV
HOMO ... -15.42 eV
Lowest unoccupied orbital energy ... -0.4047 hartree

Structure (ORCA input):
```
! wB97M-V def2-TZVPD RIJCOSX def2/J DEFGRID3
* xyz 2 1
C 4.99390 2.53627 -0.31080
C 4.05712 1.54393 0.39197
C 2.55741 1.81611 0.17055
C 1.73476 1.45362 1.39778
C 0.23157 1.36969 1.20285
C -0.38947 0.18516 0.34886
C -0.77633 0.70062 -1.04379
C -2.01450 1.63208 -1.10021
C -3.16922 1.19718 -1.98942
F -2.48030 1.81637 0.21683
O 0.69202 -0.72749 0.19223
B 0.64914 -1.61994 1.22859
O -0.60547 -1.69533 1.80812
C -1.44245 -0.69767 1.17981
I -2.30505 0.21721 2.96679
C -2.58965 -1.38505 0.45544
C -2.28594 -2.45472 -0.59994
C -2.00175 -3.86949 -0.08463
N -2.39295 -2.15881 -1.82084
H 5.87653 2.74426 0.29297
H 4.49832 3.48932 -0.50657
H 5.34548 2.14906 -1.26786
H 4.26839 1.52283 1.46595
H 4.27253 0.53420 0.02707
H 2.21423 1.24581 -0.69896
H 2.42901 2.88248 -0.04323
H 1.88893 2.22679 2.16124
H 2.12817 0.52557 1.87053
H -0.23486 1.32524 2.19365
H -0.10096 2.28792 0.71347
H -0.86221 -0.12181 -1.75016
H 0.08708 1.29376 -1.35294
H -1.67419 2.61223 -1.43308
H -2.87263 0.42148 -2.69081
H -4.00625 0.83839 -1.38895
H -3.54030 2.04678 -2.56160
H 1.63202 -1.28846 1.99254
H 1.02801 -2.77837 1.00467
H -3.18161 -1.88829 1.22464
H -3.22561 -0.61270 0.02589
H -0.92933 -4.08548 -0.21049
H -2.20660 -3.98367 0.98006
H -2.61729 -4.57998 -0.65035
H -2.30072 -2.94832 -2.46346
In -0.37902 -5.71883 -1.54435
*
```

[8]
C31H26BF4I2IrN2PSe as an isolated structure, computed with the ωB97M-V functional and the def2-TZVPD basis.

Calculated values
Kohn-Sham gap (spin up / spin down) ... 6.063 / 6.146 eV
HOMO (spin up / spin down) ... -10.35 / -10.34 eV
Lowest unoccupied orbital energy (spin up / spin down) ... -0.1577 / -0.1541 hartree

Structure (ORCA input):
```
! wB97M-V def2-TZVPD RIJCOSX def2/J DEFGRID3
* xyz 1 1
Ir 1.14454 0.42151 0.32244
I 0.97776 3.04260 -0.87987
C -0.98796 3.94190 -0.87628
C -0.99555 5.08882 -1.63095
C -2.12039 5.91404 -1.67635
C -3.22166 5.56520 -0.95328
C -3.24986 4.38007 -0.19100
C -4.42554 4.08672 0.52737
C -4.51645 2.96200 1.29171
C -3.43783 2.08256 1.32262
C -2.26789 2.30568 0.62116
P -1.19747 0.80796 0.83607
C -1.04088 0.82640 2.64733
C -0.11975 1.78141 3.08603
C 0.20770 1.88571 4.41964
C -0.37446 1.02399 5.33490
C -1.30619 0.09274 4.91262
C -1.64684 -0.01050 3.57384
C -2.32584 -0.45194 0.17431
C -2.55826 -1.69239 0.75955
C -3.39957 -2.59893 0.13811
C -4.00417 -2.29385 -1.06893
C -3.73364 -1.07999 -1.68210
C -2.88763 -0.17297 -1.07476
C -2.11455 3.49554 -0.14273
H -0.11334 5.36728 -2.18531
H -2.09086 6.81651 -2.26346
H -4.09585 6.19627 -0.95093
H -5.25269 4.77517 0.45099
H -5.41024 2.73857 1.84999
H -3.53536 1.18129 1.91304
H 0.33148 2.45216 2.36456
H 0.91947 2.62804 4.74234
H -0.09986 1.08264 6.37516
H -1.77121 -0.56727 5.62912
H -2.38371 -0.73712 3.26993
H -2.05546 -1.97235 1.67051
H -3.57816 -3.55789 0.59734
H -4.66082 -3.01375 -1.53374
H -4.18534 -0.83732 -2.63111
H -2.65348 0.75925 -1.57348
C 1.43316 -3.85934 -1.54614
N 2.37804 -2.95589 -2.14153
C 2.17620 -1.66672 -2.43915
Se 0.64470 -0.67965 -2.13170
N 3.27764 -1.17071 -3.04172
C 4.23856 -2.15160 -3.10620
C 5.52315 -2.17295 -3.63239
C 6.22290 -3.35718 -3.51080
C 5.66637 -4.47955 -2.89136
C 4.37820 -4.47478 -2.39565
C 3.66151 -3.29195 -2.51532
H 0.48017 -3.34709 -1.41409
H 1.79290 -4.19438 -0.57123
H 1.29939 -4.72172 -2.19970
H 3.39839 -0.20436 -3.30804
H 5.94712 -1.30705 -4.11605
H 7.22125 -3.42303 -3.91180
H 6.26215 -5.37298 -2.80129
H 3.94028 -5.34478 -1.93716
F 1.41716 -3.48874 1.88119
B 1.34117 -2.22597 1.43896
F 0.18296 -2.00210 0.65141
F 1.31322 -1.24568 2.42489
F 2.39853 -1.89840 0.55980
I 4.29153 0.82063 -0.24882
C 3.00673 1.05325 1.42678
H 3.29341 0.35994 2.20767
H 3.05102 2.08703 1.75305
*
```

Calculated total energy in order - -145242.714, -7413.612, -54137.763, -173276.993, -28657.204, -99603.550, -36119.358, -140770.287 eV